Entry 1:
15
Properties=species:S:1:pos:R:3:forces:R:3 method="wB97M-V/def2-TZVPD" energy_ev=-20791.9348 relative_energy_ev=2.603 fmax_ha_per_bohr=0.08710 lumo_energy_ev=0.64 orbital_gap_ev=8.9
C -0.557116 1.383526 -1.358751 -0.3 -0.7 0.3
C -0.168467 0.756703 -0.012648 -0.1 -0.1 0.5
N 0.106721 1.441918 1.069722 0.6 -1.1 -2.4
S 0.556372 3.177731 0.758225 -1.5 -1.7 3.9
N -0.095127 -0.696160 -0.130872 -0.3 1.8 1.1
C 0.289780 -1.662575 0.809676 0.0 1.8 -0.5
C 0.545719 -2.895961 0.454337 -0.9 -1.3 -1.7
F 0.303730 -3.251870 -0.929491 0.6 0.4 2.6
H 0.221500 2.080961 -1.612919 0.4 0.4 -0.3
H -0.467671 0.547180 -2.100108 -0.8 1.1 0.3
H -1.526612 1.996515 -1.312746 1.3 -1.3 -0.1
H 0.339028 3.281321 2.245128 0.7 0.5 -3.0
H -0.634646 -1.126478 -0.854093 -0.1 0.4 -0.7
H 0.388352 -1.325427 1.814508 0.2 0.0 0.6
H 0.698435 -3.707384 1.160034 0.2 -0.1 -0.7



Entry 2:
72
Properties=species:S:1:pos:R:3:forces:R:3 method="wB97M-V/def2-TZVPD" energy_ev=-80645.0734 charge=+2 s_squared=2.008 fmax_ha_per_bohr=0.01830 lumo_energy_ev="-5.32 / -9.98" multiplicity=3 orbital_gap_ev="7.9 / 3.3"
Au -0.576524 0.755663 -0.450974 -0.9 0.0 0.1
C 4.386300 1.810527 1.955571 0.3 0.0 -0.4
C 4.413110 0.642089 0.891428 0.1 -0.1 0.3
S 2.854954 -0.008470 0.374552 -0.5 0.3 -0.7
C 2.595183 -1.466241 1.364315 0.3 0.0 0.5
C 2.180528 -1.236641 2.817153 -0.2 -0.2 -0.6
S 0.727957 -0.191205 3.069352 0.2 0.0 0.1
C 1.360255 1.492721 2.969428 -0.3 0.1 -0.5
C 2.442874 1.914244 3.955705 0.1 -0.3 0.4
S 4.103378 1.308459 3.618195 -0.3 0.1 0.1
H 3.684638 2.592523 1.672214 0.0 0.0 0.0
H 5.394853 2.230857 1.950903 0.1 0.0 0.1
H 5.045034 -0.176854 1.234981 0.1 0.1 0.0
H 4.843193 1.055368 -0.022953 0.2 0.1 0.2
H 3.511645 -2.062907 1.315021 -0.1 -0.1 0.1
H 1.809747 -1.991117 0.820389 0.0 -0.1 0.1
H 3.001236 -0.860042 3.433944 0.1 0.0 0.1
H 1.906951 -2.212722 3.224016 0.0 0.1 0.2
H 0.470206 2.094291 3.178163 0.1 0.1 0.1
H 1.652386 1.714063 1.940509 0.0 0.0 0.1
H 2.221892 1.584405 4.971292 0.0 0.0 0.0
H 2.509546 3.007089 3.969140 0.1 0.0 0.0
C -5.093654 -0.230797 -0.295796 0.0 -0.1 -0.3
Sb -3.107462 0.016418 0.375371 0.7 0.1 0.2
C -3.091174 -1.473880 1.889344 0.0 -0.1 0.0
C -3.273808 1.723857 1.678007 -0.3 0.2 -0.2
C -3.737091 2.984544 0.976211 0.1 -0.2 0.2
C -5.079726 3.074320 0.603564 -0.1 0.0 0.0
C -5.597998 4.196877 -0.017472 0.0 0.0 0.0
C -4.769900 5.281114 -0.277166 -0.1 0.0 0.0
C -3.442079 5.215399 0.092355 0.2 -0.1 0.0
C -2.906658 4.081471 0.716370 0.2 0.2 0.1
C -1.451460 4.129592 1.112638 -0.1 0.1 0.0
Sb -0.197771 3.295431 -0.394176 0.3 -0.4 -0.1
C 1.683651 4.171761 0.034161 0.1 0.1 0.0
C -0.808908 4.317383 -2.123815 0.0 0.1 -0.1
H -5.730978 -0.257625 0.585747 0.0 0.0 0.0
H -5.151912 -1.180319 -0.824997 -0.1 0.0 0.0
H -5.386286 0.575432 -0.962664 0.0 0.0 0.0
H -4.036195 -1.429888 2.430796 0.0 0.0 0.0
H -2.264496 -1.296558 2.579801 -0.1 0.0 -0.1
H -2.979107 -2.459248 1.434529 0.0 0.1 0.1
H -2.289546 1.808659 2.139532 0.0 0.1 0.0
H -3.982350 1.426884 2.454816 0.0 0.1 0.0
H -5.739867 2.245241 0.832238 0.0 0.0 0.0
H -6.646963 4.232337 -0.285288 0.1 0.0 0.0
H -5.162046 6.176543 -0.741504 0.0 0.0 0.0
H -2.799491 6.072629 -0.083693 0.0 0.0 0.0
H -1.234035 3.615380 2.049394 -0.1 0.0 0.0
H -1.109187 5.161806 1.212011 -0.1 0.0 0.1
H 1.662600 5.202049 -0.319014 0.1 0.0 0.1
H 2.483198 3.636067 -0.476717 0.0 0.0 0.0
H 1.850821 4.169927 1.112979 0.0 0.0 -0.1
H -0.645510 5.382355 -1.966500 0.0 0.0 -0.1
H -1.865752 4.123477 -2.296770 0.0 0.0 0.0
H -0.224308 3.969585 -2.972559 0.0 0.0 0.0
C -1.633237 -5.065737 -0.244655 -0.3 -0.2 0.0
Si 0.014110 -4.222025 -0.271139 -0.1 0.3 0.0
C 0.917883 -4.654928 1.292134 0.2 -0.1 0.3
C 0.990421 -4.703055 -1.756814 0.2 0.0 -0.4
C -0.272892 -2.367927 -0.296721 0.1 0.0 -0.1
H -1.495787 -6.126466 -0.479853 -0.1 0.1 0.0
H -2.332655 -4.650762 -0.975373 0.0 -0.1 0.0
H -2.088677 -5.003165 0.748695 0.0 0.0 -0.1
H 0.918610 -5.743359 1.407479 0.0 0.1 0.0
H 0.420165 -4.236927 2.175279 0.0 -0.1 -0.1
H 1.964411 -4.332238 1.288910 -0.1 0.0 0.0
H 1.096818 -5.791269 -1.792978 0.0 0.1 0.0
H 1.995416 -4.270162 -1.742650 -0.1 0.0 0.0
H 0.498612 -4.387618 -2.682151 0.1 0.0 0.1
H -0.511707 -1.807185 0.609823 0.0 0.0 -0.2
H -0.318986 -1.808398 -1.237666 0.0 -0.1 0.2



Entry 3:
18
Properties=species:S:1:pos:R:3:forces:R:3 method="wB97M-V/def2-TZVPD" smiles="C=[NH+][C@@H](N(C)NBr)[N+](=O)[O-]" energy_ev=-83324.9236 charge=+1 fmax_ha_per_bohr=0.07783 lumo_energy_ev=-5.33 orbital_gap_ev=8.5
C -0.716390 -0.767704 1.886423 -1.8 1.5 1.6
N -0.182715 -1.427407 0.929081 1.2 -1.6 -0.8
C -0.251289 -0.846652 -0.361460 2.1 0.0 0.1
N -0.392517 0.582534 -0.214682 -0.6 0.8 -2.7
C -0.400743 1.549968 -1.382180 -0.7 -1.7 -3.3
N -0.085715 1.023343 0.959342 -0.2 2.4 3.2
Br 2.006977 1.437205 1.200831 -1.6 -0.1 -0.1
N 1.203491 -1.318168 -1.065334 -2.7 1.2 0.2
O 1.275354 -1.025514 -2.219966 0.4 0.0 -0.3
O 1.950788 -1.899120 -0.355730 1.3 -0.8 0.4
H -1.777237 -0.442115 1.790225 1.0 0.2 -0.1
H -0.349855 -0.844684 2.907236 0.1 -0.2 -0.2
H 0.632441 -2.047674 1.072634 -0.1 0.7 0.0
H -0.973704 -1.282920 -0.967713 -1.2 -0.4 -1.5
H -1.391591 1.905688 -1.767583 0.2 -0.5 1.4
H 0.186730 2.444734 -1.266531 0.6 -0.1 0.7
H -0.070218 1.037665 -2.385156 0.0 0.6 2.3
H -0.663807 1.920821 1.240564 2.0 -1.9 -0.8



Entry 4:
16
Properties=species:S:1:pos:R:3:forces:R:3 method="wB97M-V/def2-TZVPD" smiles=COc1[nH]ccc1N energy_ev=-10340.7141 relative_energy_ev=2.012 fmax_ha_per_bohr=0.06463 lumo_energy_ev=1.06 orbital_gap_ev=8.7
C -2.277038 -0.390489 0.271589 -1.2 2.8 0.1
O -1.377609 -1.100069 -0.479381 2.3 -0.7 0.2
C -0.111454 -0.635906 -0.247710 -0.4 1.4 -0.7
N 0.881713 -1.517456 -0.129093 2.7 0.9 0.2
C 2.130290 -0.834628 0.001734 -1.0 -1.8 0.5
C 1.820064 0.476732 0.025078 0.6 1.8 0.3
C 0.395815 0.665988 -0.193198 0.9 -3.2 0.2
N -0.318970 1.864195 -0.210190 1.5 1.5 0.8
H -2.085828 -0.170012 1.316677 1.2 -0.2 0.3
H -3.132494 -0.974620 0.345207 -2.0 -0.8 -0.5
H -2.420601 0.618871 -0.198223 -0.4 -0.9 0.4
H 0.821248 -2.480867 -0.278323 -0.4 -1.4 -0.2
H 3.060392 -1.399991 0.226015 -1.0 0.6 -0.3
H 2.581475 1.263599 0.292737 -1.1 -0.8 -0.6
H -0.312767 2.219191 -1.183895 0.1 0.3 1.1
H 0.345761 2.395461 0.440970 -1.9 0.3 -1.7



Entry 5:
19
Properties=species:S:1:pos:R:3:forces:R:3 method="wB97M-V/def2-TZVPD" energy_ev=-14564.5054 relative_energy_ev=4.243 fmax_ha_per_bohr=0.15238 lumo_energy_ev=-0.31 orbital_gap_ev=8.8
C 2.046431 1.411272 0.552080 3.3 -5.5 -1.4
C 0.988829 0.544718 -0.110546 -1.8 -0.2 0.1
C 1.173469 0.221138 -1.506904 3.0 2.0 4.4
C 0.205122 -0.342755 -2.300017 -1.4 -1.3 3.3
C -0.851004 -0.859549 -1.530826 -2.5 0.4 2.0
C -1.053960 -0.690699 -0.016114 -1.5 -1.1 -4.1
C -2.333145 -1.277953 0.602642 -3.0 -5.4 -1.4
C -0.178212 0.109716 0.636166 2.4 0.4 -2.2
H 2.517987 0.913892 1.449676 -1.0 0.7 -0.2
H 1.878038 2.412280 0.695966 -0.4 2.3 0.1
H 2.942052 1.109964 -0.188159 -1.4 1.9 1.7
H 2.296413 0.522312 -1.491237 -2.0 -0.7 -2.6
H 0.252798 -0.541976 -3.316000 0.2 -0.1 -1.7
H -1.800499 -1.270921 -1.981905 1.5 0.1 0.2
H -2.252543 -0.231738 2.150684 1.7 1.6 1.3
H 0.462420 0.636038 2.624372 -4.1 -1.0 -3.9
O -2.949765 -0.676896 1.734565 0.0 -2.6 -3.6
O -2.870165 -2.398312 0.109724 2.9 6.8 2.7
O -0.474267 0.409469 1.885832 4.0 1.7 5.5



Entry 6:
15
Properties=species:S:1:pos:R:3:forces:R:3 method="wB97M-V/def2-TZVPD" energy_ev=-81466.8488 charge=-1 relative_energy_ev=0.193 fmax_ha_per_bohr=0.05396 lumo_energy_ev=3.46 orbital_gap_ev=7.0
C -1.031863 -1.963089 -0.279244 0.2 1.3 -1.0
C 0.203734 1.032858 -0.332224 0.0 0.4 2.0
C -0.151410 0.774519 1.127925 -0.9 -1.7 -0.2
C -1.034978 0.293077 0.000497 1.1 -2.5 0.4
C 1.419522 0.424220 -0.893393 0.8 -0.6 -0.4
O -2.102758 -2.179153 -0.760004 0.5 -0.3 0.6
O 0.084693 -2.368824 -0.018220 -1.3 0.2 0.2
O 0.551182 -0.268876 1.836019 -0.4 0.2 -0.2
Br -2.680664 1.189951 -0.246558 -0.6 0.3 -0.1
H 0.092676 2.017924 -0.652755 -0.4 1.8 -0.3
H -0.648823 1.453278 1.813889 0.6 0.5 -0.2
H 1.269658 -0.633466 -0.843761 0.3 -0.8 -0.3
H 2.375143 0.620680 -0.350870 -0.8 0.3 -0.4
H 1.450395 0.750187 -1.937352 0.5 -0.2 0.0
H 0.203497 -1.143280 1.536051 0.4 1.0 0.0